Record 1
Computed, not measured: 3 unconnected molecules or ions with the total composition C15H17BClN2O7P in a non-equilibrium geometry, with wB97M-V/def2-TZVPD.

For the energy relative to the best compared isomer or geometry (same formula, charge and spin), the calculation gives 0.0 kJ/mol. The calculation puts the total energy at -2044.2170 a.u. The value obtained for the LUMO energy is -0.0296 hartree. The calculation puts the frontier orbital gap at 7.55 eV. The calculation puts the molecular weight at 414.55 g mol⁻¹.

Positions of all 44 atoms, in Å:
Cl: 0.112 1.745 0.191
P: -3.685 0.166 1.317
O: -3.461 1.721 0.805
O: 1.353 -0.546 0.140
O: 2.725 9.205 -2.010
O: -1.937 -5.613 2.328
O: 0.588 9.433 -1.911
O: -2.129 -7.545 1.401
O: -4.429 -0.432 -0.023
N: -1.538 -6.506 1.607
N: 1.601 8.764 -1.890
C: 2.180 -5.939 -0.315
C: 1.686 -4.966 0.545
C: 2.449 5.162 -1.447
C: 2.591 6.526 -1.641
C: 0.054 5.409 -1.395
C: -0.245 -6.308 0.931
C: -1.147 -0.925 2.513
C: 1.454 7.310 -1.703
C: 0.466 -5.149 1.175
C: 1.450 -7.098 -0.546
C: 0.185 6.775 -1.586
C: 0.227 -7.288 0.078
C: -1.014 -0.727 -0.171
C: 0.292 -0.039 0.034
C: 1.183 4.603 -1.322
B: -1.853 -0.539 1.179
H: 3.327 4.533 -1.391
H: 2.249 -4.061 0.726
H: -4.696 -1.343 0.153
H: 1.072 3.537 -1.164
H: -0.931 4.973 -1.300
H: 1.832 -7.855 -1.216
H: -2.706 2.092 1.282
H: 3.133 -5.793 -0.806
H: 3.570 6.971 -1.740
H: -0.408 -1.700 2.281
H: -1.832 -1.208 3.310
H: 0.093 -4.388 1.844
H: -0.559 -0.036 2.791
H: -0.348 -8.185 -0.097
H: -0.751 -1.788 -0.252
H: -0.685 7.412 -1.642
H: -1.518 -0.361 -1.066

Force components x, y, z for each atom (eV/Å):
Cl -0.080 0.012 0.167
P -0.489 -0.257 0.888
O 0.219 -0.154 -0.150
O 0.195 0.243 0.116
O 0.011 0.009 0.000
O -0.016 0.011 -0.003
O -0.009 0.010 -0.004
O -0.006 -0.011 0.007
O 0.416 -0.005 -0.459
N -0.043 0.023 -0.022
N 0.002 0.019 -0.023
C -0.080 -0.021 0.022
C 0.063 -0.053 -0.077
C -0.089 -0.018 0.008
C 0.160 -0.064 0.007
C 0.076 -0.039 0.009
C 0.096 0.014 0.002
C 0.103 -0.031 -0.778
C -0.005 -0.085 0.024
C 0.157 0.279 0.033
C 0.022 0.084 0.011
C -0.177 -0.028 0.019
C 0.030 -0.155 -0.106
C -0.132 0.095 0.236
C -0.059 -0.542 -0.251
C 0.003 -0.003 -0.038
B 0.205 0.058 -0.063
H 0.011 0.003 -0.004
H -0.002 0.007 -0.002
H -0.259 0.149 -0.024
H 0.106 0.221 -0.124
H -0.008 0.005 -0.009
H -0.006 -0.014 -0.001
H -0.098 0.194 -0.201
H 0.009 -0.001 0.002
H -0.038 0.092 -0.003
H 0.004 -0.075 0.439
H 0.188 0.063 0.128
H -0.161 -0.123 0.054
H -0.099 -0.062 0.266
H -0.067 0.024 0.067
H -0.205 0.033 -0.205
H 0.055 0.081 -0.006
H -0.007 0.012 0.048

Mulliken population analysis, charges in e, atoms 1 to 8:
1. Cl -0.246
2. P 0.025
3. O -0.448
4. O -0.446
5. O -0.604
6. O -0.615
7. O -0.602
8. O -0.603

Record 2
Computed, not measured: a single C5H8O molecule in a non-equilibrium geometry, with wB97M-V/def2-TZVPD.

For the energy relative to the best compared isomer or geometry (same formula, charge and spin), the calculation gives 364.8 kJ/mol. The calculation puts the total energy at -270.4189 a.u. The value obtained for the LUMO energy is 0.0382 hartree. The calculation puts the frontier orbital gap at 8.95 eV. The calculation puts the molecular weight at 84.12 g mol⁻¹.

Positions of all 14 atoms, in Å:
O: 0.191 1.012 1.241
C: 1.456 -0.266 -0.282
C: 0.140 -0.570 -1.087
C: -0.990 0.218 1.114
C: 1.337 0.810 0.632
C: -1.115 0.073 -0.505
H: -1.873 0.724 1.713
H: 0.195 -1.753 -1.101
H: 2.357 -0.719 -0.628
H: -2.113 -0.219 -0.807
H: -1.308 1.125 -0.891
H: 0.188 -0.784 -2.261
H: 2.209 0.952 1.114
H: -0.674 -0.603 1.746

Force components x, y, z for each atom (eV/Å):
O -1.037 3.556 1.989
C -3.247 3.726 -0.447
C 1.425 -4.560 -1.220
C 0.328 0.961 -1.451
C -1.145 -6.883 -3.896
C -0.992 1.485 1.360
H 1.808 -0.584 -1.722
H -1.108 1.485 1.307
H 0.623 0.220 -0.097
H -0.006 -1.602 -0.074
H 1.271 -0.626 0.724
H 0.141 2.328 1.914
H 2.543 1.779 2.249
H -0.606 -1.285 -0.638

Mulliken population analysis, charges in e, atoms 1 to 8:
1. O -0.380
2. C -0.438
3. C -0.417
4. C -0.370
5. C -0.416
6. C -0.613
7. H 0.199
8. H 0.223

Record 3
Computed, not measured: a gas-phase ion, C22H23N2O3 (charge +1) in a non-equilibrium geometry, with wB97M-V/def2-TZVPD.

For the energy relative to the best compared isomer or geometry (same formula, charge and spin), the calculation gives 213.9 kJ/mol. The calculation puts the total energy at -1187.0734 a.u. The value obtained for the LUMO energy is -0.1637 hartree. The calculation puts the frontier orbital gap at 6.93 eV. The net charge is +1. The calculation puts the molecular weight at 363.44 g mol⁻¹.

Positions of all 50 atoms, in Å:
O: 0.594 2.302 -1.041
O: 3.123 -0.864 -1.523
O: 3.452 0.672 0.068
N: 0.180 -0.548 -1.029
N: 0.371 2.045 1.201
C: 2.657 -0.018 -0.564
C: -1.656 1.190 5.992
C: -2.708 -2.823 -3.203
C: -1.811 -1.872 -1.109
C: 1.153 0.156 -0.179
C: -0.227 3.366 1.350
C: -0.910 -1.052 -0.436
C: -1.598 3.170 2.028
C: -2.588 -2.845 -4.612
C: 0.342 -0.755 -2.381
C: -0.490 -1.755 -4.501
C: -0.608 -1.539 -3.054
C: -1.423 -2.461 -5.221
C: 4.418 -2.745 -2.291
C: 4.463 -1.455 -1.517
C: -1.516 2.370 3.385
C: 0.773 1.577 -0.027
C: -1.871 0.413 4.864
C: -1.356 2.575 5.816
C: -1.846 1.047 3.574
C: -1.741 -2.076 -2.493
C: -1.283 3.187 4.527
H: -3.479 -3.167 -5.169
H: -2.059 -0.575 5.226
H: 3.906 -2.552 -3.237
H: 0.962 1.728 1.909
H: 3.899 -3.587 -1.773
H: -2.080 4.150 2.108
H: -1.252 3.040 6.750
H: -1.720 0.860 7.091
H: 5.177 -0.776 -1.987
H: 5.426 -3.100 -2.599
H: 0.253 -1.303 -5.078
H: 1.039 -0.221 0.798
H: -3.641 -3.303 -2.744
H: -1.946 0.384 2.709
H: -0.492 3.819 0.380
H: -1.369 -2.406 -6.292
H: -2.604 -2.301 -0.571
H: -1.240 4.264 4.536
H: -2.265 2.634 1.347
H: 1.250 -0.446 -2.898
H: 4.927 -1.496 -0.506
H: -1.079 -0.981 0.613
H: 0.492 4.071 1.765

Force components x, y, z for each atom (eV/Å):
O 0.670 -2.418 1.718
O -2.160 -0.217 0.710
O -1.909 -1.165 -0.604
N 0.917 0.043 -2.337
N 0.467 -0.558 -2.269
C 3.594 1.288 0.716
C 0.496 1.962 0.505
C -1.079 -0.114 -1.719
C 1.103 1.598 0.548
C 1.322 -1.006 -1.389
C -1.062 0.136 -0.775
C -2.204 -2.409 -0.592
C 0.403 -0.963 0.984
C -2.181 -1.304 2.632
C -0.487 -0.486 1.581
C -0.642 -0.541 1.213
C 1.344 0.715 -3.887
C 0.869 2.045 -0.032
C -0.167 -0.919 -0.217
C 1.425 0.765 0.758
C -0.581 2.892 0.209
C -2.025 5.107 -2.760
C 0.221 1.750 0.683
C -0.395 -1.609 -1.867
C 0.613 -2.171 0.563
C -1.007 -1.271 1.948
C -0.740 -1.981 2.149
H 0.716 -0.163 0.062
H -0.351 -1.068 -1.417
H -0.116 -0.087 0.053
H 0.618 -0.566 1.861
H 0.364 0.756 -0.281
H 0.149 -0.121 0.618
H 0.312 1.505 0.757
H 0.059 0.010 -2.080
H -0.486 0.308 -0.435
H -0.506 0.391 0.551
H 1.459 0.668 -0.389
H 0.171 -1.199 1.123
H 1.649 1.102 -0.393
H -0.320 0.356 0.097
H 0.595 -0.631 0.046
H 0.196 -0.380 -0.304
H -0.890 -0.376 0.818
H 0.367 0.123 -0.555
H 0.335 -0.196 -0.122
H -0.277 0.275 0.482
H -1.084 -0.332 -0.262
H 0.475 0.594 0.632
H -0.240 -0.136 0.671

Mulliken population analysis, charges in e, atoms 1 to 8:
1. O -0.671
2. O -0.223
3. O -0.579
4. N 0.254
5. N -0.028
6. C -0.047
7. C -0.281
8. C -0.744

Record 4
Computed, not measured: a molecular structure, C26H18F5N6ORuS2 in a non-equilibrium geometry, with wB97M-V/def2-TZVPD.

For the energy relative to the best compared isomer or geometry (same formula, charge and spin), the calculation gives 191.8 kJ/mol. As for the spin multiplicity: 6. The calculation puts the total energy at -2795.3448 a.u. The value obtained for the LUMO energy (spin up / spin down) is -0.2619 / -0.3184 hartree. The calculation puts the frontier orbital gap (spin up / spin down) at 6.64 / 5.56 eV. The net charge is +2. The calculation puts the molecular weight at 690.66 g mol⁻¹.

Positions of all 59 atoms, in Å:
Ru: -0.499 0.692 -1.982
S: -0.257 -0.373 1.189
S: 1.492 1.021 -3.150
F: 2.716 -4.283 -5.291
F: 4.045 0.143 -4.338
F: 4.581 -2.291 -5.433
F: 0.350 -3.847 -4.010
F: -0.217 -1.311 -2.992
O: 0.507 -0.213 -0.105
N: -0.541 4.648 -0.276
N: -0.795 2.436 -1.049
N: 1.203 3.656 -1.282
N: -2.332 0.256 -1.229
N: -2.517 3.561 0.181
N: -2.218 5.729 0.876
C: -4.265 -1.053 -0.738
C: 0.966 -2.818 0.850
C: 1.897 -0.563 -3.709
C: 0.071 -2.096 1.619
C: 0.570 -4.711 2.268
C: 1.215 -4.139 1.178
C: -0.064 3.575 -0.883
C: 3.003 1.142 3.053
C: 3.141 -0.819 -4.308
C: -2.077 2.470 -0.441
C: -3.030 -0.881 -1.324
C: -2.859 1.306 -0.506
C: -4.126 1.186 0.115
C: 0.980 -1.614 -3.619
C: 0.300 0.786 3.629
C: 1.238 -2.874 -4.132
C: 2.489 1.522 4.284
C: 1.141 1.356 4.571
C: 0.835 0.393 2.414
C: 3.420 -2.072 -4.851
C: 2.467 -3.098 -4.776
C: 2.172 0.567 2.106
C: -1.775 4.649 0.258
C: -4.821 0.015 -0.002
C: -0.597 -2.657 2.696
C: -0.340 -3.978 3.020
H: 1.913 -4.715 0.590
H: -0.751 0.659 3.836
H: -5.790 -0.096 0.458
H: 3.144 1.947 5.030
H: 4.050 1.280 2.828
H: -4.513 2.036 0.654
H: -3.145 5.737 1.269
H: -2.582 -1.687 -1.899
H: -1.305 -2.076 3.265
H: 2.548 0.270 1.140
H: -1.659 6.565 0.884
H: 1.664 2.936 -1.815
H: 1.639 4.561 -1.194
H: -0.850 -4.431 3.857
H: -4.804 -1.980 -0.851
H: 0.741 1.665 5.526
H: 1.454 -2.350 0.009
H: 0.779 -5.736 2.534

Force components x, y, z for each atom (eV/Å):
Ru 2.693 -0.391 -0.761
S 0.608 -0.590 1.646
S 0.473 -0.500 -0.401
F -0.009 0.313 0.151
F -0.055 -0.204 -0.173
F -0.098 -0.064 0.045
F 0.105 0.057 -0.098
F 0.510 -1.807 -0.925
O 0.054 0.465 -1.697
N 0.034 1.009 0.326
N -2.195 1.579 1.677
N -0.025 -0.262 -0.322
N -2.639 0.342 1.425
N -2.028 -3.428 -0.321
N -0.184 -0.232 -0.111
C -0.552 0.881 0.657
C -0.023 0.184 -0.131
C 0.146 -0.043 -0.124
C -0.325 0.203 -0.143
C 0.014 0.003 -0.023
C -0.092 -0.094 0.242
C -0.491 0.880 0.770
C -0.065 -0.055 0.026
C -0.262 -0.286 0.015
C 2.950 4.931 0.506
C 0.034 -0.239 -0.132
C -2.370 -3.266 -0.245
C 1.591 0.851 -0.537
C 0.240 0.068 -0.088
C -0.001 0.053 -0.103
C -0.200 0.383 0.256
C -0.021 0.018 0.092
C 0.056 -0.069 0.003
C -0.469 0.008 -0.333
C -0.173 0.057 0.092
C -0.036 0.306 0.145
C 0.018 0.011 -0.110
C 2.492 0.088 -1.026
C 0.142 -1.360 -0.627
C 0.015 0.057 -0.172
C 0.109 -0.022 -0.026
H 0.040 -0.052 -0.004
H -0.183 -0.016 0.062
H -0.110 -0.012 0.047
H 0.037 0.073 0.032
H 0.073 0.018 0.021
H -0.009 0.079 0.073
H -0.009 0.019 -0.011
H 0.015 0.135 0.042
H -0.126 0.070 0.149
H 0.067 -0.063 -0.100
H 0.073 0.019 0.021
H 0.025 0.142 0.182
H 0.038 -0.057 0.012
H 0.000 -0.052 0.044
H 0.037 -0.089 -0.026
H 0.014 0.017 0.057
H 0.063 0.026 -0.045
H -0.016 -0.091 0.002

Mulliken population analysis, charges in e, atoms 1 to 8:
1. Ru 0.850
2. S 0.417
3. S -0.470
4. F -0.237
5. F -0.278
6. F -0.233
7. F -0.268
8. F -0.049